C57H52Cl5GeN5ORuS4Se | ωB97M-V with the def2-TZVPD basis set

Calculated values
Orbital gap (spin up / spin down) = 6.86 / 6.58 eV
LUMO level (spin up / spin down) = -2.3339 / -2.6513 eV
Total energy = -299838.5192 eV
HOMO (spin up / spin down) = -9.199 / -9.228 eV
<S²> = 0.76
Energy above the lowest of the compared OMol25 structures with the same formula, charge and spin = 0.436 eV

ORCA input file:
```
! wB97M-V def2-TZVPD RIJCOSX def2/J DEFGRID3
* xyz 1 2
Ru 0.0923 -0.1918 0.5392
N 1.1276 1.2115 -0.6465
S 1.5830 1.2688 -2.0337
N 2.6238 0.0941 -2.6140
S 2.4193 -1.0932 -3.5727
N 1.3409 -2.1805 -3.3672
S 0.9408 -2.6017 -1.8076
N 0.6205 -1.5034 -0.9382
C 2.2999 -3.6426 -1.3012
C 3.3757 -2.9774 -0.7285
C 4.5026 -3.6994 -0.3699
C 4.5337 -5.0732 -0.5550
C 3.4446 -5.7286 -1.1154
C 2.3221 -5.0136 -1.5045
C -0.3685 -3.7463 -2.1667
C -1.1181 -4.0796 -1.0440
C -2.1717 -4.9684 -1.1833
C -2.4704 -5.4970 -2.4306
C -1.7226 -5.1390 -3.5450
C -0.6589 -4.2588 -3.4187
C 4.0389 -1.8270 -3.5922
C 4.1288 -3.1326 -4.0544
C 5.3719 -3.7402 -4.0757
C 6.4943 -3.0412 -3.6502
C 6.3844 -1.7336 -3.1963
C 5.1464 -1.1120 -3.1595
C 2.1580 -0.6016 -5.2663
C 3.1496 0.1785 -5.8560
C 2.9950 0.5717 -7.1722
C 1.8671 0.1771 -7.8842
C 0.8962 -0.6120 -7.2866
C 1.0368 -1.0162 -5.9673
C 0.3037 1.3993 -3.2758
C 0.2424 2.4207 -4.2112
C -0.8185 2.4509 -5.1050
C -1.8100 1.4842 -5.0493
C -1.7556 0.4887 -4.0857
C -0.7000 0.4405 -3.1911
C 2.6932 2.6533 -2.2660
C 3.3366 2.9022 -3.4706
C 4.2170 3.9658 -3.5591
C 4.4666 4.7589 -2.4452
C 3.8344 4.4900 -1.2447
C 2.9375 3.4349 -1.1500
H 3.3275 -1.9059 -0.5703
H 5.3478 -3.1904 0.0755
H 5.4044 -5.6363 -0.2509
H 3.4648 -6.8015 -1.2452
H 1.4784 -5.5256 -1.9449
H -0.8980 -3.6261 -0.0861
H -2.7611 -5.2383 -0.3181
H -3.2938 -6.1887 -2.5386
H -1.9672 -5.5491 -4.5155
H -0.0627 -3.9817 -4.2751
H 3.2429 -3.6680 -4.3654
H 5.4632 -4.7609 -4.4171
H 7.4615 -3.5223 -3.6673
H 7.2606 -1.1999 -2.8589
H 5.0308 -0.1093 -2.7763
H 4.0385 0.4494 -5.3042
H 3.7564 1.1750 -7.6465
H 1.7523 0.4802 -8.9141
H 0.0238 -0.9186 -7.8460
H 0.2852 -1.6168 -5.4798
H 0.9740 3.2135 -4.2299
H -0.8756 3.2474 -5.8332
H -2.6375 1.5213 -5.7438
H -2.5469 -0.2450 -4.0123
H -0.6683 -0.3103 -2.4114
H 3.1577 2.2733 -4.3290
H 4.7132 4.1744 -4.4968
H 5.1581 5.5858 -2.5180
H 4.0357 5.0990 -0.3757
H 2.4271 3.2061 -0.2283
Cl 4.6381 -4.9702 3.4571
C 3.2867 -4.0104 3.0020
C 3.4623 -2.6871 2.6158
Cl 5.0258 -1.9680 2.6299
C 2.3748 -1.9438 2.1891
Cl 2.5851 -0.3176 1.6160
C 1.0679 -2.4536 2.1567
O 0.0377 -1.7845 1.7592
C 0.9109 -3.7843 2.6005
Cl -0.6871 -4.4254 2.6271
C 1.9962 -4.5496 2.9941
Cl 1.7594 -6.1836 3.4693
C 1.2130 2.5091 2.4211
C 0.1012 1.7057 3.0163
C -0.2372 1.9188 4.3747
C -1.3244 1.2950 4.9082
C -2.1413 0.4810 4.0842
C -3.3247 -0.1410 4.5499
C -4.0819 -0.8913 3.6934
C -3.6969 -1.0430 2.3498
C -2.5511 -0.4580 1.8695
S -2.0710 -0.5944 0.1832
C -1.7427 0.3033 2.7525
N -0.5911 0.8760 2.2551
H 0.9100 3.5593 2.4226
H 1.4079 2.2083 1.3944
H 2.1209 2.4261 3.0180
H 0.3810 2.5814 4.9625
H -1.5912 1.4342 5.9468
H -3.6110 -0.0106 5.5841
H -4.9859 -1.3706 4.0395
H -4.3159 -1.6241 1.6797
C -5.4109 5.2982 1.1712
Ge -4.2377 3.7321 1.1914
C -5.2923 2.1010 1.4057
C -2.9320 3.9120 2.6369
C -3.3448 3.6409 -0.5682
Se -1.5000 2.9918 -0.6076
C -0.6611 4.6660 -0.0836
H -5.9999 5.3710 2.0831
H -6.0985 5.2468 0.3286
H -4.8206 6.2083 1.0746
H -5.5209 1.9083 2.4528
H -4.7434 1.2474 1.0133
H -6.2311 2.1893 0.8609
H -3.3796 3.6220 3.5867
H -2.5890 4.9420 2.7259
H -2.0762 3.2682 2.4472
H -3.3595 4.6122 -1.0645
H -3.9002 2.9516 -1.2065
H -0.9126 4.9197 0.9443
H -0.9731 5.4677 -0.7518
H 0.4163 4.5318 -0.1698
*
```

These are the Löwdin partial charges, in e, on atoms 1 to 99:
1 Ru 0.939
2 N -0.432
3 S 0.788
4 N -0.346
5 S 0.872
6 N -0.351
7 S 0.773
8 N -0.386
9 C -0.291
10 C -0.091
11 C -0.074
12 C -0.055
13 C -0.051
14 C -0.046
15 C -0.320
16 C -0.070
17 C -0.048
18 C -0.059
19 C -0.064
20 C -0.071
21 C -0.320
22 C -0.057
23 C -0.049
24 C -0.051
25 C -0.051
26 C -0.063
27 C -0.288
28 C -0.074
29 C -0.051
30 C -0.051
31 C -0.049
32 C -0.052
33 C -0.333
34 C -0.058
35 C -0.055
36 C -0.059
37 C -0.053
38 C -0.111
39 C -0.295
40 C -0.085
41 C -0.055
42 C -0.059
43 C -0.051
44 C -0.059
45 H 0.087
46 H 0.093
47 H 0.113
48 H 0.113
49 H 0.114
50 H 0.070
51 H 0.113
52 H 0.111
53 H 0.110
54 H 0.099
55 H 0.118
56 H 0.116
57 H 0.113
58 H 0.114
59 H 0.109
60 H 0.110
61 H 0.115
62 H 0.113
63 H 0.115
64 H 0.102
65 H 0.105
66 H 0.113
67 H 0.111
68 H 0.117
69 H 0.054
70 H 0.087
71 H 0.112
72 H 0.112
73 H 0.114
74 H 0.078
75 Cl 0.685
76 C -0.723
77 C -0.714
78 Cl 0.714
79 C -0.572
80 Cl 0.798
81 C -0.466
82 O -0.292
83 C -0.597
84 Cl 0.745
85 C -0.696
86 Cl 0.702
87 C -0.064
88 C -0.318
89 C -0.007
90 C 0.016
91 C -0.152
92 C -0.022
93 C -0.064
94 C -0.104
95 C -0.567
96 S 0.672
97 C -0.237
98 N 0.008
99 H 0.092